Record 1
A molecular structure, C29H46BeBrNOP2 in a non-equilibrium geometry. Source: the OMol25 dataset; level of theory: wB97M-V/def2-TZVPD.

Geometry as XYZ:
```
81
Properties=species:S:1:pos:R:3:mulliken_charge:R:1
C -1.31890 -0.87604 -4.05669 -0.2901
C -0.08718 -0.46788 -3.46124 0.8140
C 0.63040 0.61300 -4.06288 -0.1807
C 0.10926 1.16762 -5.23839 -0.5627
N -1.03786 0.75515 -5.80021 -0.4840
C -1.72927 -0.23997 -5.23020 -0.3750
C 0.38701 -1.16438 -2.34890 -0.0494
C 0.54796 -1.44151 -1.09289 0.9036
C 1.33125 -2.63816 -0.69269 0.8384
C 1.51777 -2.97786 0.66879 0.6219
C 2.39434 -3.99838 1.03872 -1.2657
C 3.00989 -4.71132 0.01142 -0.1390
C 2.80029 -4.46878 -1.35515 -0.7839
C 1.95060 -3.41942 -1.69031 -1.3204
Be -0.06654 -0.73573 0.51651 -1.0266
P -1.52910 1.12403 -0.25218 0.3826
H 1.56677 0.98802 -3.65542 0.5090
H -1.91600 -1.68709 -3.63604 0.4341
H 0.62729 1.97699 -5.75817 0.4129
H -2.65418 -0.53973 -5.73603 0.4071
H 1.78972 -3.15592 -2.74261 0.3952
H 1.03082 -2.45429 1.49142 0.0605
H 3.27707 -5.05515 -2.13655 0.4730
H 2.57514 -4.22452 2.07984 0.5545
C -2.30282 2.02532 1.18441 -0.6480
C -2.80474 3.45530 0.98557 -1.4838
H -1.53110 2.00946 1.96967 0.4999
H -3.12262 1.38249 1.54206 0.5490
H -3.14697 3.85545 1.94928 0.4292
H -2.02364 4.13182 0.61839 0.2762
H -3.66425 3.50389 0.30499 0.2917
C -0.81394 2.48611 -1.31418 -0.1426
C -1.69801 3.19572 -2.34128 -1.7085
H 0.01729 1.99576 -1.84376 0.2513
H -0.36217 3.23231 -0.64178 0.5908
H -1.09180 3.92725 -2.89625 0.4464
H -2.11655 2.50655 -3.08773 0.2923
H -2.51457 3.76369 -1.87414 0.2719
C -2.99747 0.53357 -1.20672 0.2703
C -4.26392 1.39555 -1.24995 -1.4833
H -3.23881 -0.44437 -0.75990 0.1337
H -2.64590 0.32212 -2.22838 -0.2049
H -5.03685 0.88246 -1.83852 0.4505
H -4.68725 1.56797 -0.25315 0.3271
H -4.09911 2.36431 -1.73862 0.2405
Br 4.15700 -6.15797 0.50038 -0.1229
P 1.60752 0.66012 1.20042 1.3153
C 1.47762 2.49717 1.29128 -0.1992
C 2.31288 3.20975 2.35305 -1.4779
H 0.40868 2.72437 1.44985 0.2494
H 1.73461 2.87241 0.28642 0.5272
H 2.05719 4.27586 2.30907 0.4513
H 2.08611 2.85353 3.36672 0.3089
H 3.39351 3.12735 2.16654 0.2818
C 1.87828 0.05829 2.92147 -0.7281
C 3.31006 0.01537 3.43533 -1.4721
H 1.44640 -0.95700 2.97876 0.3730
H 1.24569 0.70029 3.55617 0.5955
H 3.27546 -0.43769 4.43287 0.4650
H 3.95657 -0.61158 2.80651 0.3015
H 3.75263 1.01604 3.54201 0.2879
C 3.11202 0.32610 0.18390 -0.5392
C 4.30104 1.27994 0.30201 -1.4160
H 2.75315 0.30536 -0.85965 0.2484
H 3.40729 -0.70782 0.42331 0.4180
H 5.08290 0.90324 -0.36881 0.4551
H 4.04910 2.29869 -0.02278 0.3312
H 4.72485 1.30690 1.31580 0.2640
C -2.53200 -3.39387 2.07987 -0.6725
C -2.02587 -2.56867 3.26296 -0.6762
C -1.76686 -1.19565 2.68366 -0.2926
O -1.18796 -1.53076 1.31449 0.7022
C -1.87993 -2.82679 0.83157 -0.4090
H -2.30033 -4.45441 2.19517 0.3596
H -3.62010 -3.29448 1.99970 0.3204
H -1.09345 -3.00963 3.64849 0.2997
H -2.75949 -2.52347 4.07030 0.4531
H -2.70102 -0.65361 2.49045 0.2229
H -1.04146 -0.58317 3.22723 0.2154
H -1.08281 -3.45697 0.42394 0.3204
H -2.60064 -2.52867 0.06144 0.2594
```

Values from the calculation:
**LUMO level**: -7.6254 eV
**Total charge**: +2
**ΔE to the lowest compared entry with this formula, charge and spin**: 0.00 kJ/mol
**Largest force on an atom**: 0.0847 hartree/bohr
**Orbital gap**: 6.25 eV

Record 2
A molecular structure, C38H50Ge2N3O3S3Ti. Source: the OMol25 dataset; level of theory: wB97M-V/def2-TZVPD.

Geometry as XYZ:
```
100
Properties=species:S:1:pos:R:3:mulliken_charge:R:1
Ti -0.38690 0.15617 -0.17817 0.0658
C -1.54543 2.93575 -1.52072 -1.2704
N -2.03794 1.81523 -0.69119 1.6216
C -3.05017 1.13393 -1.54879 -1.7233
C -3.55057 -0.12910 -0.92182 -1.5371
N -2.50320 -1.16367 -0.88411 2.2300
C -2.98831 -2.19347 0.07126 -1.5950
C -2.31103 -1.73469 -2.20952 -0.8979
C -3.25547 -2.62209 -2.71996 -0.6155
C -3.08452 -3.22223 -3.95322 -0.9500
C -1.95679 -2.92659 -4.70644 -0.6973
C -1.02298 -2.03212 -4.22053 -1.0436
C -1.18371 -1.42616 -2.97201 1.2523
S 0.09749 -0.31730 -2.44881 -0.4311
C -2.68744 2.29037 0.53483 -1.0500
C -3.54527 3.38439 0.48454 -0.3037
C -4.16622 3.85942 1.62675 -0.9897
C -3.94067 3.22346 2.83912 -0.7323
C -3.10543 2.12578 2.89454 -0.9273
C -2.46351 1.63845 1.75221 1.6332
S -1.39689 0.24001 1.96201 -0.5413
H -2.37480 3.48944 -1.97230 0.4762
H -0.93785 2.51882 -2.32291 0.0658
H -0.95156 3.61501 -0.92285 0.3280
H -2.57498 0.92685 -2.50980 0.7891
H -3.88234 1.82723 -1.72254 0.5208
H -4.42945 -0.49748 -1.46707 0.5526
H -3.86253 0.06158 0.10692 0.7781
H -2.50643 -3.14420 -0.10689 0.3523
H -4.07036 -2.32688 -0.03069 0.5570
H -2.77520 -1.85818 1.08297 0.1808
H -4.12076 -2.88006 -2.12373 0.3916
H -3.81519 -3.93496 -4.31076 0.4426
H -1.79677 -3.40349 -5.66443 0.3784
H -0.13532 -1.80186 -4.79529 0.4805
H -3.72658 3.88335 -0.45779 0.2935
H -4.81922 4.71995 1.56820 0.4148
H -4.41405 3.58295 3.74345 0.4036
H -2.92487 1.62506 3.83664 0.4947
C 2.82875 -2.13465 3.18122 -1.3113
C 1.66525 -1.33605 2.59878 -1.0046
Ge 2.01412 -0.60351 0.76476 1.3771
C 2.98668 -1.94816 -0.36704 -0.3179
C 4.47874 -2.07026 -0.06559 -1.3668
C 3.33022 0.77748 1.10403 -0.8593
C 2.98515 2.06373 0.99205 -0.0693
Ge 1.17697 2.34736 0.19601 1.0477
C 1.65479 3.10524 -1.62004 -0.9899
C 1.42056 4.58163 -1.94126 -1.1791
C 0.22912 3.62467 1.42792 -0.1404
C 0.92274 4.90196 1.89216 -1.4258
C 3.98055 3.12766 1.30357 0.1090
C 5.00862 2.91429 2.23001 -0.6772
C 5.95678 3.88820 2.49017 -0.7568
C 5.90696 5.11058 1.83200 -0.4101
C 4.88953 5.34494 0.92243 -0.8475
C 3.93817 4.36731 0.67268 0.7173
H 2.65916 -2.39358 4.22945 0.3845
H 3.76536 -1.57468 3.13152 0.2806
H 2.97929 -3.06986 2.63681 0.2781
H 1.46238 -0.44666 3.20161 0.4277
H 0.74901 -1.93057 2.65106 0.6675
H 2.85419 -1.62598 -1.40414 0.3633
H 2.52131 -2.93078 -0.28716 0.3078
H 4.98112 -1.10288 -0.11080 0.2654
H 4.97088 -2.72262 -0.79131 0.4136
H 4.66316 -2.49072 0.92459 0.2653
H 4.34689 0.51087 1.39215 0.4765
H 1.14377 2.49360 -2.36644 0.5106
H 2.71598 2.86288 -1.72900 0.7108
H 0.42958 4.92757 -1.64255 0.2227
H 1.51063 4.76983 -3.01471 0.3575
H 2.13897 5.24082 -1.45143 0.3349
H 0.02227 2.99106 2.29729 0.4324
H -0.75460 3.88335 1.03631 0.0308
H 1.88943 4.70304 2.35326 0.3527
H 0.30775 5.42050 2.63324 0.4102
H 1.09220 5.59922 1.06795 0.2388
H 5.04990 1.97919 2.77324 0.4777
H 6.73514 3.69484 3.21786 0.3850
H 6.64790 5.87263 2.03695 0.3781
H 4.82777 6.29502 0.40604 0.4009
H 3.14473 4.56991 -0.03118 -0.1347
N -0.02079 -2.85950 -0.00516 0.3880
C -0.62028 -4.13760 -0.16217 -1.0222
C -0.89160 -4.92712 0.94715 -0.2327
C -1.57592 -6.12754 0.79648 -0.7072
C -1.98443 -6.55540 -0.45298 -0.1349
C -1.68273 -5.77685 -1.56300 -0.8065
C -1.01152 -4.57581 -1.42688 0.2834
S -2.90023 -8.08488 -0.67112 1.3142
O -4.14345 -7.64953 -1.29503 -0.7029
O -2.05207 -8.88323 -1.54353 -0.7010
O -3.05061 -8.61114 0.67776 -0.7349
H 0.51482 -2.78680 0.84884 -0.3582
H 0.57371 -2.62058 -0.78737 0.0388
H -0.58530 -4.59263 1.93274 0.4556
H -1.80979 -6.74890 1.65113 0.5289
H -1.99279 -6.11847 -2.54276 0.3570
H -0.79159 -3.97105 -2.29969 0.5031
```

Values from the calculation:
**LUMO level (alpha / beta)**: 1.5842 / 1.5835 eV
**Total charge**: -1
**ΔE to the lowest compared entry with this formula, charge and spin**: 105.86 kJ/mol
**Largest force on an atom**: 0.0169 hartree/bohr
**Orbital gap (alpha / beta)**: 6.93 / 6.93 eV